1.
{
  "formula": "C34H41ClF5N5O12PS3",
  "method": "ωB97M-V/def2-TZVPD",
  "homo_lumo_gap_ev": 6.58,
  "total_charge": -1,
  "homo_energy_ev": -5.875,
  "species": ["C", "C", "C", "O", "C", "C", "S", "C", "O", "P", "Cl", "C", "C", "C", "C", "F", "F", "C", "F", "F", "F", "C", "C", "S", "C", "N", "N", "C", "O", "C", "S", "O", "O", "O", "H", "H", "H", "H", "H", "H", "H", "H", "H", "H", "H", "H", "H", "H", "H", "H", "H", "H", "H", "H", "H", "H", "H", "H", "H", "H", "C", "C", "C", "C", "C", "C", "N", "O", "O", "H", "H", "H", "H", "H", "C", "C", "C", "C", "C", "C", "N", "O", "O", "H", "H", "H", "H", "H", "C", "C", "C", "C", "C", "C", "N", "O", "O", "H", "H", "H", "H", "H"],
  "coordinates": [[6.1631, -1.6403, 2.8877], [4.9878, -0.6969, 3.1857], [3.6185, -1.1889, 2.7008], [3.2912, -0.6599, 1.4298], [2.4502, 0.4637, 1.4902], [1.9813, 0.9473, 0.1138], [3.3645, 0.7802, -1.0967], [1.6598, 2.4672, 0.1537], [0.3559, 2.6489, -0.3116], [-0.5687, 1.2660, -0.7200], [0.3547, 1.4532, -2.8587], [-1.3653, -0.3513, -1.2723], [-1.1988, -1.5938, -0.4002], [-2.0499, -2.7524, -0.9477], [-2.2547, -3.9071, -0.0052], [-3.0035, -4.8818, -0.6082], [-1.0551, -4.4806, 0.3212], [-2.9785, -3.5779, 1.3411], [-3.7547, -4.6059, 1.7520], [-2.0909, -3.3220, 2.3245], [-3.7684, -2.4937, 1.1995], [-1.9583, 2.4285, -1.2402], [-2.1410, 3.6715, -0.3752], [-3.8868, 4.2881, -0.4479], [-4.2317, 4.3742, 1.2484], [-3.5518, 4.9513, 2.1894], [-4.2199, 4.6857, 3.3756], [-5.2495, 3.9917, 3.0395], [-5.3389, 3.7576, 1.7267], [-1.2277, 1.1470, 1.1303], [-2.9101, 0.8862, 1.5830], [-3.3545, 1.9424, 2.4705], [-3.7414, 0.5009, 0.4701], [0.8191, 0.3042, -0.2401], [6.9230, -1.5860, 3.6707], [5.8191, -2.6745, 2.8245], [6.6347, -1.4079, 1.9320], [4.9285, -0.5364, 4.2692], [5.1768, 0.2808, 2.7363], [2.8447, -0.9242, 3.4324], [3.6207, -2.2791, 2.6044], [1.5511, 0.2038, 2.0684], [2.9539, 1.3002, 1.9994], [3.6563, -0.5104, -0.9186], [1.7114, 2.8351, 1.1853], [2.3570, 3.0304, -0.4703], [-0.8780, -0.5704, -2.2257], [-2.4193, -0.1689, -1.4800], [-1.4538, -1.4137, 0.6469], [-0.1526, -1.9023, -0.4307], [-3.0217, -2.4113, -1.3127], [-1.5200, -3.1946, -1.7990], [-1.6793, 2.7584, -2.2435], [-2.8875, 1.8689, -1.3263], [-1.5239, 4.4879, -0.7469], [-1.9452, 3.5399, 0.6851], [-6.0095, 3.5902, 3.6887], [-0.6803, 0.3374, 1.6184], [-0.9600, 2.0724, 1.6474], [-2.7854, -0.2262, 2.3468], [4.7727, -6.0841, -3.3740], [5.1538, -4.7973, -3.7287], [5.3224, -3.8295, -2.7522], [5.0960, -4.1738, -1.4338], [4.7072, -5.4444, -1.0546], [4.5510, -6.4059, -2.0409], [5.2566, -3.1335, -0.3990], [5.6142, -2.0360, -0.7707], [5.0143, -3.4412, 0.7487], [4.6374, -6.8338, -4.1421], [5.3115, -4.5437, -4.7661], [5.6060, -2.8189, -3.0038], [4.5284, -5.6676, -0.0139], [4.2440, -7.4060, -1.7664], [-8.5878, 3.7181, 4.9662], [-8.5317, 5.1006, 4.8471], [-8.8173, 5.9037, 5.9395], [-9.1536, 5.2941, 7.1335], [-9.2140, 3.9208, 7.2779], [-8.9277, 3.1300, 6.1774], [-9.4590, 6.1417, 8.3014], [-9.4241, 7.3450, 8.1500], [-9.7274, 5.5858, 9.3468], [-8.3644, 3.0944, 4.1102], [-8.2620, 5.5538, 3.9031], [-8.7806, 6.9800, 5.8713], [-9.4793, 3.4875, 8.2299], [-8.9677, 2.0533, 6.2667], [5.2024, 0.5136, -8.5950], [6.3693, -0.2390, -8.6239], [6.3586, -1.5564, -8.1964], [5.1639, -2.0908, -7.7512], [3.9889, -1.3636, -7.7115], [4.0168, -0.0458, -8.1380], [5.1433, -3.4877, -7.2836], [6.1946, -4.0977, -7.2645], [4.0783, -3.9436, -6.9236], [5.2182, 1.5438, -8.9246], [7.2925, 0.2014, -8.9743], [7.2541, -2.1587, -8.2012], [3.0812, -1.8163, -7.3428], [3.1122, 0.5448, -8.1045]]
}



2.
{
  "formula": "C9H11NO2S",
  "method": "ωB97M-V/def2-TZVPD",
  "relative_energy_kcal_mol": 170.5,
  "homo_lumo_gap_ev": [9.01, 8.15],
  "homo_energy_ev": [-9.115, -8.924],
  "species": ["C", "C", "C", "C", "C", "C", "C", "C", "C", "N", "O", "O", "S", "H", "H", "H", "H", "H", "H", "H", "H", "H", "H", "H"],
  "coordinates": [[0.1546, -3.5174, 0.3036], [1.3576, -2.7596, 0.5660], [-1.1158, -3.0104, 0.0502], [1.3001, -1.4497, 0.2345], [-1.1378, -1.6464, -0.2435], [0.0476, -0.9551, -0.0252], [0.3950, 2.4548, -1.8212], [0.8893, 2.6347, -0.4597], [-0.2620, 1.7214, -0.6563], [-1.4136, 1.1104, 1.4987], [-2.0836, 3.2815, 0.1568], [-2.8860, 1.1076, -0.5487], [-1.8013, 1.8666, 0.0233], [0.2750, -4.5920, 0.5194], [2.2936, -3.2030, 1.0078], [-1.9694, -3.7686, -0.0475], [2.1174, -0.6464, 0.3211], [-2.0269, -1.0930, -0.5395], [-0.3970, 3.0804, -2.2818], [0.9611, 1.7000, -2.4337], [1.7362, 2.0555, -0.2112], [0.8502, 3.4955, 0.1547], [-0.5433, 1.5474, 1.6555], [-2.0526, 1.1843, 2.2193]]
}



3.
{
  "formula": "C4HO4",
  "method": "ωB97M-V/def2-TZVPD",
  "relative_energy_kcal_mol": 66.5,
  "homo_lumo_gap_ev": 7.62,
  "total_charge": -1,
  "homo_energy_ev": -3.640,
  "species": ["C", "C", "C", "C", "O", "O", "O", "O", "H"],
  "coordinates": [[0.2713, -0.3883, 0.3497], [-0.8751, 0.1474, -0.0722], [2.5616, -0.5351, -0.5829], [-2.0120, 0.7120, -0.5257], [-3.0181, 0.8737, -1.1992], [3.1804, -0.6663, 0.3794], [-1.6340, 1.1436, 0.6848], [0.9364, -1.2385, -0.3321], [0.5893, -0.0485, 1.2983]]
}



4.
{
  "formula": "C34H25BrN2O2SiTc",
  "method": "ωB97M-V/def2-TZVPD",
  "spin_multiplicity": 4,
  "relative_energy_kcal_mol": 5.0,
  "s_squared": 3.7740,
  "homo_lumo_gap_ev": [6.21, 5.98],
  "total_charge": 2,
  "homo_energy_ev": [-13.964, -13.974],
  "species": ["Tc", "Br", "C", "C", "C", "C", "O", "C", "C", "N", "C", "C", "C", "C", "C", "C", "C", "C", "N", "C", "C", "H", "H", "H", "H", "H", "H", "H", "H", "H", "H", "O", "Si", "C", "C", "C", "C", "C", "C", "C", "C", "C", "C", "C", "C", "C", "C", "C", "C", "C", "C", "H", "H", "H", "H", "H", "H", "H", "H", "H", "H", "H", "H", "H", "H", "H"],
  "coordinates": [[-0.3997, -1.1904, -1.0497], [5.5950, -4.8102, -3.5319], [3.9369, -4.1693, -2.9361], [3.0031, -5.0551, -2.3898], [1.7717, -4.6062, -1.9482], [1.4719, -3.2548, -2.0309], [0.2669, -2.8333, -1.5807], [2.3946, -2.3485, -2.5841], [2.0999, -0.9603, -2.7620], [1.0452, -0.3465, -2.3283], [0.7736, 1.0145, -2.6876], [1.6351, 1.9103, -3.2631], [1.1792, 3.1964, -3.6206], [-0.1221, 3.5678, -3.4206], [-1.0288, 2.6676, -2.8140], [-2.3954, 2.9486, -2.5874], [-3.2003, 2.0143, -1.9912], [-2.6432, 0.8045, -1.5697], [-1.3679, 0.5057, -1.7811], [-0.5564, 1.4067, -2.4250], [3.6302, -2.8321, -3.0486], [3.2462, -6.1067, -2.3193], [1.0414, -5.2894, -1.5378], [2.8158, -0.3955, -3.3531], [2.6696, 1.6603, -3.4552], [1.8755, 3.8869, -4.0754], [-0.4710, 4.5460, -3.7242], [-2.7974, 3.9053, -2.8978], [-4.2491, 2.1985, -1.8149], [-3.2340, 0.0688, -1.0439], [4.3430, -2.1459, -3.4881], [-1.4322, -1.1444, 0.4510], [-0.9378, -0.1242, 1.7529], [-1.2830, -0.9074, 3.3741], [-1.9162, -0.2175, 4.4118], [-2.1201, -0.8244, 5.6416], [-1.6977, -2.1285, 5.8492], [-1.0639, -2.8299, 4.8316], [-0.8556, -2.2229, 3.6063], [0.8915, -0.0615, 1.2947], [1.5019, -1.2966, 0.9755], [2.8546, -1.3786, 0.6420], [3.6224, -0.2291, 0.6102], [3.0496, 0.9918, 0.9581], [1.7097, 1.0708, 1.3067], [-1.8836, 1.4605, 1.4736], [-1.3499, 2.6298, 0.9198], [-2.1203, 3.7817, 0.7867], [-3.4422, 3.7848, 1.2012], [-4.0019, 2.6269, 1.7295], [-3.2297, 1.4788, 1.8623], [-2.2432, 0.8047, 4.2696], [-2.6082, -0.2792, 6.4381], [-1.8614, -2.6021, 6.8079], [-0.7353, -3.8468, 4.9980], [-0.3607, -2.7884, 2.8232], [0.9688, -2.2326, 1.1539], [3.3085, -2.3445, 0.4583], [4.6768, -0.2836, 0.3733], [3.6635, 1.8825, 0.9894], [1.3134, 2.0271, 1.6224], [-0.3200, 2.6602, 0.5847], [-1.6743, 4.6797, 0.3789], [-4.0372, 4.6861, 1.1247], [-5.0333, 2.6231, 2.0584], [-3.6824, 0.5954, 2.3007]]
}